No. 1
Density functional theory data (ωB97M-V/def2-TZVPD) for a structure of composition C3H3DyO at a distorted geometry.

Structure (XYZ):
```
8
Properties=species:S:1:pos:R:3:forces:R:3
C -0.01933 -0.17218 -0.09793 -0.695 -0.099 0.929
C 0.89199 -0.08985 1.16128 1.683 0.587 -0.051
C -0.50596 -0.56578 1.05575 -0.937 -0.315 -1.885
H 1.11463 0.88729 1.61618 -0.216 -0.399 -0.216
H 1.72449 -0.80345 1.25524 -0.464 0.195 0.053
H -1.32364 -1.04350 1.59058 0.386 0.265 0.058
O -1.59136 1.39528 -4.01996 1.034 -0.953 1.525
Dy -0.29081 0.39219 -2.56113 -0.791 0.719 -0.413
```
Forces are in eV/Å.

Output
- <S²> = 12.723
- 2S+1 = 7
- LUMO (alpha / beta) (eV) = -5.998 / -7.448
- maximum force (eV Å⁻¹) = 2.1
- charge = +1
- HOMO level (alpha / beta) (eV) = -13.982 / -13.595
- energy above the lowest of the compared OMol25 structures with the same formula, charge and spin (kcal per mole) = 0.00

Löwdin population analysis, charges in e, atoms 1 to 5: -0.293 -0.137 -0.096 0.095 0.095

***

No. 2
Density functional theory data (ωB97M-V/def2-TZVPD) for the molecule C3H3F2N at a distorted geometry.

Structure (XYZ):
```
9
Properties=species:S:1:pos:R:3:forces:R:3
C 0.14233 -0.04454 1.18114 3.481 0.478 -3.895
C 0.60399 0.09384 -0.83141 -0.551 -0.308 1.084
C -0.80128 0.00308 0.00363 0.392 1.273 -1.184
N 1.27714 0.15716 0.51919 -3.008 0.175 0.684
F -1.57099 1.16019 -0.04505 0.870 -0.704 0.082
F -1.68382 -0.98067 -0.26551 0.625 -0.157 0.272
H 0.28866 -0.39083 2.12459 -0.915 -0.585 3.111
H 0.92157 -0.91982 -1.13544 -0.519 0.638 -0.775
H 0.82240 0.92159 -1.55115 -0.375 -0.810 0.621
```
Forces are in eV/Å.

Output
- LUMO (eV) = 0.476
- maximum force (eV Å⁻¹) = 5.2
- HOMO level (eV) = -11.101
- energy above the lowest of the compared OMol25 structures with the same formula, charge and spin (kcal per mole) = 43.60

Löwdin population analysis, charges in e, atoms 1 to 5: -0.024 -0.065 -0.443 0.079 0.050